## 1
Molecular formula: C34H96N6O11
Method: DFT, ωB97M-V with the def2-TZVPD basis set

Calculated values
- E_HOMO (eV) = -8.41
- SMILES = COC[C@H](C)N.COC[C@H](C)N.COC[C@H](C)N.COC[C@H](C)N.COC[C@H](C)N.COC[C@H](C)N.CCO.CCO.CCO.CCO.CCO
- net charge = 0

```
147
Properties=species:S:1:pos:R:3:lowdin_charge:R:1
C 6.23 -0.40 -4.30 -0.140
O 5.09 0.22 -3.78 -0.206
C 3.90 -0.08 -4.52 -0.187
C 2.63 0.32 -3.74 -0.404
C 2.48 -0.31 -2.36 -0.052
N 1.48 -0.06 -4.60 0.031
H 7.14 0.13 -4.00 0.083
H 6.31 -0.26 -5.38 0.085
H 6.33 -1.44 -3.99 0.089
H 3.96 0.38 -5.51 0.122
H 3.93 -1.16 -4.68 0.121
H 2.60 1.40 -3.61 0.131
H 3.32 0.01 -1.73 0.047
H 2.53 -1.40 -2.36 0.083
H 1.51 -0.02 -1.97 0.040
H 0.62 0.00 -4.06 -0.004
H 1.53 -1.08 -4.65 0.066
C 3.70 4.06 0.40 -0.090
O 4.78 3.13 0.55 -0.192
C 4.52 1.83 0.13 -0.203
C 5.68 0.95 0.61 -0.395
C 5.66 -0.41 -0.07 -0.055
N 5.69 0.69 2.06 0.043
H 3.52 4.20 -0.67 0.086
H 3.98 5.06 0.71 0.089
H 2.74 3.76 0.81 0.073
H 3.60 1.51 0.62 0.120
H 4.40 1.89 -0.95 0.128
H 6.64 1.42 0.39 0.138
H 6.59 -0.94 0.16 0.080
H 5.62 -0.30 -1.16 0.064
H 4.83 -1.02 0.27 0.070
H 6.58 0.33 2.39 0.090
H 5.59 1.61 2.47 0.083
C -4.02 2.05 1.19 -0.059
O -4.16 3.05 0.15 -0.203
C -4.66 2.47 -1.05 -0.209
C -5.17 3.61 -1.98 -0.414
C -6.57 4.10 -1.57 -0.071
N -5.23 3.21 -3.38 0.046
H -3.44 1.23 0.77 0.066
H -5.02 1.70 1.44 0.087
H -3.57 2.57 2.03 0.082
H -3.93 1.91 -1.64 0.087
H -5.44 1.72 -0.86 0.120
H -4.52 4.49 -1.90 0.132
H -6.62 4.46 -0.54 0.073
H -7.39 3.43 -1.78 0.073
H -6.70 5.03 -2.13 0.072
H -5.81 2.38 -3.49 0.072
H -4.35 2.90 -3.77 0.039
C 0.94 -6.99 0.76 -0.120
O 2.19 -6.61 1.30 -0.178
C 2.10 -5.40 2.05 -0.180
C 1.67 -4.16 1.27 -0.429
C 2.68 -3.65 0.26 -0.041
N 1.36 -3.02 2.12 0.069
H 0.81 -6.54 -0.23 0.080
H 0.07 -6.76 1.38 0.088
H 0.91 -8.07 0.62 0.085
H 1.43 -5.62 2.89 0.120
H 3.07 -5.26 2.55 0.133
H 0.75 -4.33 0.70 0.104
H 3.00 -4.52 -0.32 0.086
H 3.60 -3.32 0.77 0.078
H 2.36 -2.79 -0.32 0.061
H 2.24 -2.58 2.37 0.055
H 0.98 -3.31 3.02 0.051
C -4.88 -2.47 0.57 -0.108
O -3.67 -1.75 0.51 -0.200
C -3.17 -1.59 -0.80 -0.191
C -2.74 -2.92 -1.47 -0.388
C -1.53 -3.60 -0.81 -0.036
N -2.55 -2.85 -2.94 0.024
H -5.67 -2.05 -0.05 0.090
H -5.26 -2.41 1.59 0.087
H -4.74 -3.52 0.32 0.081
H -3.90 -1.05 -1.41 0.123
H -2.29 -0.98 -0.62 0.097
H -3.53 -3.67 -1.37 0.114
H -0.69 -2.89 -0.75 0.064
H -1.15 -4.41 -1.43 0.078
H -1.70 -3.90 0.22 0.073
H -3.41 -2.54 -3.37 0.074
H -2.32 -3.77 -3.28 0.078
C -3.87 1.53 -6.10 -0.098
O -3.13 1.72 -4.91 -0.223
C -2.29 0.66 -4.56 -0.180
C -1.58 0.89 -3.20 -0.385
C -0.58 2.06 -3.12 -0.033
N -0.92 -0.37 -2.87 0.033
H -4.50 2.37 -6.39 0.091
H -4.50 0.66 -5.92 0.089
H -3.16 1.36 -6.91 0.090
H -2.83 -0.28 -4.43 0.113
H -1.55 0.52 -5.36 0.134
H -2.30 0.97 -2.38 0.102
H 0.05 2.00 -4.01 0.073
H 0.09 2.14 -2.26 0.061
H -1.20 2.96 -3.13 0.071
H -0.66 -0.43 -1.90 0.045
H -1.59 -1.11 -3.08 0.024
C 2.00 -0.70 4.94 -0.075
C 3.17 -0.12 4.16 -0.348
O 3.77 -1.15 3.41 -0.099
H 2.36 -1.46 5.63 0.081
H 1.28 -1.07 4.21 0.042
H 1.51 0.08 5.53 0.060
H 3.90 0.29 4.86 0.107
H 2.80 0.76 3.62 0.099
H 4.47 -0.66 2.94 0.026
C -0.61 0.24 1.99 -0.052
C 0.52 0.39 0.98 -0.263
O 0.42 -0.73 0.08 -0.131
H -1.53 0.02 1.45 0.061
H -0.74 1.17 2.55 0.056
H -0.26 -0.51 2.70 0.048
H 1.53 0.42 1.39 0.097
H 0.39 1.27 0.34 0.096
H 0.71 -1.51 0.58 0.031
C -1.39 4.82 -0.72 -0.076
C 0.04 4.49 -0.26 -0.343
O 0.74 5.66 0.05 -0.071
H -1.93 5.09 0.19 0.072
H -1.97 4.01 -1.16 0.048
H -1.35 5.67 -1.40 0.083
H 0.52 3.97 -1.09 0.093
H -0.05 3.86 0.62 0.103
H 0.33 6.07 0.82 0.089
C -1.60 2.35 5.22 -0.070
C -0.83 2.94 6.43 -0.297
O 0.20 2.06 6.91 -0.097
H -0.94 1.72 4.64 0.048
H -1.98 3.17 4.62 0.066
H -2.50 1.82 5.53 0.071
H -1.44 3.18 7.30 0.105
H -0.37 3.88 6.14 0.103
H 0.99 2.59 7.03 0.075
C -1.93 -3.07 3.18 -0.078
C -1.54 -2.80 4.62 -0.329
O -0.33 -3.44 4.95 -0.087
H -1.21 -2.62 2.50 0.044
H -2.93 -2.68 2.96 0.068
H -2.00 -4.15 3.11 0.082
H -2.33 -3.02 5.34 0.111
H -1.35 -1.73 4.73 0.098
H -0.14 -3.17 5.86 0.087
```

## 2
Molecular formula: C34H96N6O11
Method: DFT, ωB97M-V with the def2-TZVPD basis set

Calculated values
- E_HOMO (eV) = -9.07
- SMILES = COC[C@H](C)N.COC[C@H](C)N.COC[C@H](C)N.COC[C@H](C)N.COC[C@H](C)N.COC[C@H](C)N.CCO.CCO.CCO.CCO.CCO
- net charge = 0

```
147
Properties=species:S:1:pos:R:3:lowdin_charge:R:1
C -0.69 -4.29 4.35 -0.100
O -1.48 -5.12 3.51 -0.172
C -2.84 -5.05 3.78 -0.217
C -3.39 -5.71 5.09 -0.474
C -3.72 -7.17 4.93 -0.062
N -4.53 -4.93 5.50 0.039
H 0.34 -4.61 4.21 0.091
H -0.98 -4.46 5.38 0.072
H -0.81 -3.22 4.22 0.085
H -3.27 -4.05 3.67 0.111
H -3.29 -5.50 2.90 0.123
H -2.54 -5.67 5.78 0.114
H -4.46 -7.21 4.14 0.084
H -4.07 -7.56 5.89 0.081
H -2.78 -7.60 4.58 0.088
H -4.28 -3.97 5.68 0.068
H -4.70 -5.27 6.44 0.071
C 1.60 6.00 0.66 -0.131
O 1.34 6.66 -0.53 -0.198
C 0.39 7.72 -0.34 -0.190
C 0.07 8.40 -1.72 -0.446
C 1.35 9.03 -2.15 -0.078
N -0.92 9.45 -1.61 0.021
H 2.63 5.65 0.62 0.088
H 0.92 5.14 0.73 0.087
H 1.46 6.61 1.55 0.083
H -0.54 7.26 -0.02 0.116
H 0.67 8.40 0.47 0.121
H -0.41 7.72 -2.42 0.146
H 1.07 9.64 -3.01 0.082
H 1.98 8.23 -2.53 0.073
H 1.79 9.51 -1.28 0.091
H -1.32 9.52 -2.54 0.069
H -0.49 10.33 -1.39 0.066
C 2.81 1.04 3.77 -0.097
O 2.87 2.37 4.25 -0.209
C 2.98 2.65 5.61 -0.193
C 1.97 3.81 5.89 -0.409
C 1.89 4.37 7.34 -0.070
N 0.62 3.37 5.49 0.029
H 3.16 0.22 4.40 0.086
H 3.62 1.09 3.05 0.083
H 1.87 0.81 3.27 0.079
H 2.74 1.74 6.16 0.125
H 3.99 3.01 5.80 0.120
H 2.26 4.69 5.32 0.122
H 1.46 3.69 8.06 0.069
H 1.20 5.21 7.42 0.070
H 2.91 4.56 7.67 0.072
H 0.57 3.11 4.52 0.059
H -0.06 4.09 5.63 0.064
C 0.00 -6.73 -5.97 -0.135
O 0.09 -7.29 -4.70 -0.206
C 1.23 -7.06 -3.93 -0.171
C 0.90 -7.57 -2.49 -0.459
C 0.06 -6.66 -1.64 -0.066
N 2.13 -7.83 -1.83 0.022
H 0.27 -5.71 -6.24 0.085
H -0.97 -7.05 -6.35 0.090
H 0.60 -7.33 -6.65 0.078
H 2.01 -7.68 -4.37 0.122
H 1.38 -5.99 -4.09 0.124
H 0.37 -8.52 -2.56 0.136
H -0.45 -7.20 -0.84 0.076
H -0.74 -6.27 -2.28 0.077
H 0.52 -5.82 -1.13 0.079
H 2.34 -8.75 -2.18 0.075
H 1.97 -7.91 -0.83 0.072
C 6.18 2.38 -3.06 -0.122
O 5.28 2.81 -4.05 -0.213
C 4.00 3.20 -3.55 -0.199
C 3.04 3.75 -4.64 -0.409
C 3.81 4.90 -5.35 -0.062
N 1.90 4.37 -4.01 0.029
H 5.76 1.63 -2.38 0.085
H 6.36 3.30 -2.52 0.083
H 7.17 2.16 -3.44 0.089
H 3.56 2.31 -3.10 0.114
H 4.14 3.90 -2.73 0.121
H 2.68 3.04 -5.39 0.138
H 4.63 4.42 -5.89 0.070
H 4.17 5.65 -4.65 0.079
H 3.13 5.35 -6.08 0.073
H 2.13 5.16 -3.44 0.063
H 1.51 3.73 -3.33 0.064
C -4.72 1.04 4.71 -0.107
O -5.84 1.52 3.95 -0.189
C -6.87 0.51 4.02 -0.180
C -6.75 -0.81 3.20 -0.475
C -6.13 -0.67 1.86 -0.064
N -8.01 -1.52 3.14 0.026
H -5.04 0.88 5.74 0.086
H -3.98 1.83 4.87 0.079
H -4.14 0.26 4.23 0.080
H -7.13 0.30 5.06 0.116
H -7.71 1.12 3.68 0.121
H -6.14 -1.54 3.72 0.127
H -6.61 0.18 1.37 0.087
H -6.28 -1.58 1.28 0.080
H -5.07 -0.49 2.05 0.073
H -7.84 -2.37 2.62 0.066
H -8.76 -1.16 2.58 0.071
C -4.55 4.44 0.22 -0.076
C -5.92 4.75 0.86 -0.324
O -6.79 5.18 -0.16 -0.084
H -4.21 5.19 -0.50 0.073
H -4.52 3.47 -0.27 0.066
H -3.79 4.26 0.98 0.064
H -5.93 5.40 1.73 0.105
H -6.36 3.82 1.23 0.098
H -7.66 5.27 0.22 0.079
C 4.47 -3.46 -5.15 -0.060
C 4.07 -2.12 -4.43 -0.362
O 3.62 -1.24 -5.35 -0.065
H 5.46 -3.34 -5.60 0.065
H 3.79 -3.74 -5.96 0.067
H 4.55 -4.22 -4.38 0.063
H 4.95 -1.64 -3.99 0.108
H 3.33 -2.25 -3.64 0.102
H 3.96 -0.40 -5.02 0.084
C 0.06 -0.94 -0.41 -0.099
C -0.67 0.39 -0.32 -0.294
O -0.29 1.18 -1.46 -0.101
H 1.11 -0.68 -0.55 0.071
H -0.16 -1.58 -1.27 0.068
H -0.06 -1.54 0.49 0.067
H -0.23 0.93 0.52 0.107
H -1.75 0.28 -0.31 0.107
H -0.48 0.71 -2.27 0.065
C 5.24 -3.05 0.82 -0.088
C 5.53 -4.55 1.04 -0.351
O 6.81 -4.92 1.44 -0.054
H 5.91 -2.51 0.15 0.067
H 5.37 -2.61 1.81 0.062
H 4.26 -2.70 0.51 0.067
H 5.19 -4.96 0.09 0.102
H 4.84 -4.86 1.83 0.105
H 6.83 -5.87 1.58 0.089
C -1.41 -1.73 -6.97 -0.098
C -1.46 -1.64 -5.45 -0.308
O -0.58 -0.56 -5.19 -0.102
H -0.46 -2.13 -7.31 0.073
H -1.71 -0.83 -7.50 0.079
H -2.21 -2.43 -7.21 0.065
H -1.14 -2.55 -4.94 0.108
H -2.44 -1.28 -5.15 0.112
H 0.33 -0.84 -5.32 0.072
```

Relative to the most stable structure, the computed energies are 1 0.0; 2 108.5, all in kcal/mol.

## 1
Molecular formula: C3H5ClFN
Method: DFT, ωB97M-V with the def2-TZVPD basis set

Calculated values
- E_HOMO (alpha / beta) (eV) = -9.75 / -8.83
- net charge = 0

```
11
Properties=species:S:1:pos:R:3:lowdin_charge:R:1
C 1.59 0.98 0.26 0.048
C 1.00 -0.15 0.75 -0.895
C -1.86 -0.67 -1.22 0.098
N -0.09 -0.27 1.43 0.051
F -0.78 0.94 1.65 -0.089
Cl 1.76 -1.65 0.47 0.726
H 2.70 1.17 0.30 0.096
H 1.10 1.79 -0.20 0.054
H -2.13 -1.68 -1.66 0.026
H -2.41 -0.14 -0.51 -0.040
H -0.89 -0.33 -1.26 -0.077
```

## 2
Molecular formula: C3H5ClFN
Method: DFT, ωB97M-V with the def2-TZVPD basis set

Calculated values
- E_HOMO (eV) = -9.54
- SMILES = N[C@H]1C[C@@]1(F)Cl
- net charge = 0

```
11
Properties=species:S:1:pos:R:3:lowdin_charge:R:1
N -1.04 -1.09 -0.35 0.036
C -0.47 0.20 -0.30 -0.364
C 0.00 0.69 1.02 -0.052
C 1.02 0.32 -0.05 -0.844
F 1.69 1.33 -0.69 -0.017
Cl 2.03 -1.08 0.06 0.730
H -1.90 -1.09 -0.91 0.090
H -0.44 -1.79 -0.70 0.034
H -0.81 0.87 -1.13 0.162
H -0.09 -0.10 1.75 0.108
H 0.01 1.74 1.30 0.117
```

Relative to the most stable structure, the computed energies are 1 119.4; 2 0.0, all in kcal/mol.

## 1
Molecular formula: C2H7O2P
Method: DFT, ωB97M-V with the def2-TZVPD basis set

Calculated values
- E_HOMO (eV) = -8.50
- SMILES = C=O.CPO
- net charge = 0

```
12
Properties=species:S:1:pos:R:3:lowdin_charge:R:1
C -2.70 0.84 -0.70 -0.174
O -1.87 1.07 0.10 -0.030
H -3.36 -0.13 -0.60 0.102
H -3.03 1.48 -1.64 0.109
C 1.11 -1.13 0.52 -0.300
P 1.30 0.42 -0.54 0.753
O 1.14 1.52 0.66 -0.376
H 1.75 -1.02 1.28 -0.031
H 0.17 -1.25 0.86 -0.031
H 1.52 -2.01 -0.17 0.084
H 2.67 0.40 -0.60 -0.085
H 0.32 1.83 0.89 -0.021
```

## 2
Molecular formula: C2H7O2P
Method: DFT, ωB97M-V with the def2-TZVPD basis set

Calculated values
- E_HOMO (alpha / beta) (eV) = -9.08 / -9.01
- net charge = 0

```
12
Properties=species:S:1:pos:R:3:lowdin_charge:R:1
C -0.07 -1.08 -1.98 -0.144
C 1.02 1.97 2.01 0.079
O -1.97 0.02 -0.40 -0.426
O 0.10 -1.39 -0.62 -0.420
P -0.85 -0.54 0.43 0.760
H 0.70 -1.64 -2.43 0.078
H 0.08 -0.02 -2.06 0.083
H -1.03 -1.40 -2.19 0.064
H 0.87 1.70 3.01 -0.036
H 1.65 1.31 1.41 -0.019
H 0.59 2.81 1.57 -0.037
H -1.09 -1.76 1.26 0.018
```

Relative to the most stable structure, the computed energies are 1 0.0; 2 36.1, all in kcal/mol.

## 1
Molecular formula: C7H10N2O3
Method: DFT, ωB97M-V with the def2-TZVPD basis set

Calculated values
- E_HOMO (eV) = -8.02
- net charge = 0

```
22
Properties=species:S:1:pos:R:3:lowdin_charge:R:1
C 2.05 0.79 0.23 -0.045
C 1.55 -0.49 0.19 -0.180
C -0.14 0.90 0.25 -0.106
C 0.96 1.71 0.31 -0.273
C 0.99 3.18 0.41 -0.038
C -2.22 -1.34 0.49 0.000
C -0.99 -1.83 -0.13 -0.356
N 0.26 -0.39 0.28 -0.009
N -0.73 -1.54 -1.58 -0.299
O -1.44 -0.76 -2.20 0.114
O 0.32 -2.10 -1.95 0.060
O -0.45 -2.95 0.24 0.130
H 3.09 1.07 0.03 0.103
H 2.10 -1.43 0.36 0.128
H -1.22 1.05 0.34 0.104
H 1.60 3.48 1.16 0.050
H 1.42 3.47 -0.53 0.083
H 0.06 3.56 0.55 0.050
H -3.18 -1.97 0.29 0.143
H -2.30 -0.24 -0.05 0.121
H -2.10 -1.04 1.52 0.091
H 0.38 -3.14 -0.23 0.131
```

## 2
Molecular formula: C7H10N2O3
Method: DFT, ωB97M-V with the def2-TZVPD basis set

Calculated values
- E_HOMO (eV) = -8.59
- SMILES = CC(=C=N)C#N.O/C=C(\O)CO
- net charge = 0

```
22
Properties=species:S:1:pos:R:3:lowdin_charge:R:1
C -2.23 0.93 -0.54 -0.072
C -2.18 0.24 0.70 -0.318
C -1.21 0.50 1.57 -0.092
N -0.39 0.89 2.38 0.207
C -3.25 -0.65 1.01 -0.213
N -4.14 -1.32 1.17 0.148
H -2.83 0.50 -1.28 0.075
H -1.23 1.05 -1.05 0.077
H -2.67 1.92 -0.35 0.101
H 0.57 0.60 2.64 0.102
O 1.07 2.15 -0.15 0.024
C 1.08 1.04 -0.94 -0.146
C 1.59 -0.12 -0.49 -0.290
O 1.91 -0.12 0.87 -0.001
C 1.93 -1.37 -1.20 -0.118
O 1.45 -2.42 -0.26 -0.045
H 1.41 1.84 0.68 0.059
H 0.80 1.32 -1.95 0.131
H 1.86 -1.04 1.12 0.090
H 2.97 -1.47 -1.14 0.116
H 1.59 -1.33 -2.17 0.106
H 1.90 -3.16 -0.60 0.060
```

Relative to the most stable structure, the computed energies are 1 48.4; 2 0.0, all in kcal/mol.